i) C20H30O5 in the gas phase, computed with ωB97M-V with the def2-TZVPD basis set.

The geometry in XYZ format:
```
55
C20H30O5 | OMol25 | ωB97M-V with the def2-TZVPD basis set
C 0.12 0.42 3.26
C 0.10 0.84 2.00
C -0.48 2.16 1.61
C -1.71 1.94 0.73
C -1.38 1.05 -0.47
C -2.52 0.98 -1.52
C -2.79 2.39 -2.08
C -3.86 0.47 -0.94
O -4.92 0.51 -1.86
C -2.03 0.10 -2.69
O -3.01 -0.11 -3.70
C -1.56 -1.27 -2.23
C -0.40 -1.13 -1.25
C -0.77 -0.31 -0.01
C -1.69 -1.14 0.90
C 0.53 0.05 0.79
C 1.45 -1.14 1.11
C 2.59 -1.23 0.16
C 3.88 -1.30 0.51
C 4.98 -1.34 -0.48
O 4.88 -1.33 -1.68
O 6.16 -1.36 0.16
C 6.01 -1.33 1.57
C 4.49 -1.33 1.89
O 4.11 -0.28 2.74
H 0.49 -0.54 3.57
H -0.23 1.06 4.05
H -0.76 2.74 2.50
H 0.26 2.74 1.05
H -2.50 1.49 1.34
H -2.07 2.91 0.39
H -0.56 1.55 -1.01
H -3.15 3.06 -1.31
H -3.56 2.35 -2.85
H -1.88 2.82 -2.52
H -4.17 1.11 -0.11
H -3.74 -0.55 -0.56
H -4.64 0.00 -2.63
H -1.16 0.62 -3.15
H -3.17 0.72 -4.16
H -2.39 -1.82 -1.79
H -1.23 -1.83 -3.11
H -0.06 -2.12 -0.96
H 0.42 -0.62 -1.78
H -2.31 -0.52 1.53
H -1.09 -1.77 1.56
H -2.33 -1.80 0.33
H 1.11 0.73 0.15
H 0.90 -2.08 1.07
H 1.85 -1.03 2.12
H 2.38 -1.22 -0.90
H 6.53 -2.20 1.98
H 6.48 -0.42 1.95
H 4.21 -2.24 2.43
H 4.19 0.56 2.27
```

Output
HOMO energy ... -9.49 eV
M ... 350.5 g/mol
Gap between HOMO and LUMO ... 9.89 eV
SMILES string ... C=C1CC[C@@H]2[C@](C)(CO)[C@H](O)CC[C@@]2(C)[C@@H]1C/C=C1/C(=O)OC[C@H]1O

***

ii) C20H30O5 in the gas phase, computed with ωB97M-V with the def2-TZVPD basis set.

The geometry in XYZ format:
```
55
C20H30O5 | OMol25 | ωB97M-V with the def2-TZVPD basis set
C 2.82 3.32 -1.61
C 3.77 2.83 -0.53
O 4.17 1.48 -0.75
C 3.33 0.52 -0.36
O 2.27 0.73 0.17
C 3.89 -0.85 -0.70
C 3.12 -1.56 -1.82
C 1.60 -1.55 -1.69
C 1.10 -2.25 -0.42
O -0.28 -2.56 -0.50
C -1.21 -1.58 -0.31
C -0.95 -0.26 0.06
C -2.00 0.62 0.24
C -3.32 0.24 0.06
C -4.44 1.23 0.26
C -5.36 0.76 1.39
C -5.21 1.43 -1.05
C -6.17 2.61 -1.01
C -3.57 -1.08 -0.31
C -2.54 -1.97 -0.49
C 3.97 -1.72 0.55
O 4.00 -2.92 0.54
O 4.07 -0.97 1.65
C 4.13 -1.65 2.91
C 2.73 -2.04 3.38
H 3.28 3.20 -2.59
H 2.59 4.37 -1.45
H 1.89 2.75 -1.59
H 3.29 2.90 0.45
H 4.70 3.40 -0.53
H 4.93 -0.70 -1.03
H 3.47 -2.60 -1.84
H 3.39 -1.09 -2.77
H 1.18 -2.09 -2.55
H 1.22 -0.53 -1.72
H 1.31 -1.64 0.46
H 1.59 -3.22 -0.31
H 0.06 0.09 0.22
H -1.77 1.64 0.53
H -4.00 2.19 0.55
H -5.89 -0.14 1.12
H -4.77 0.56 2.29
H -6.09 1.53 1.64
H -4.48 1.60 -1.85
H -5.76 0.52 -1.30
H -6.63 2.76 -1.99
H -5.65 3.53 -0.74
H -6.97 2.44 -0.29
H -4.58 -1.41 -0.46
H -2.73 -2.99 -0.77
H 4.76 -2.54 2.80
H 4.59 -0.94 3.59
H 2.30 -2.78 2.71
H 2.79 -2.46 4.38
H 2.09 -1.16 3.40
```

Output
HOMO energy ... -7.93 eV
M ... 350.5 g/mol
Gap between HOMO and LUMO ... 8.68 eV
SMILES string ... CCOC(=O)C(CCCOc1ccc([C@H](C)CC)cc1)C(=O)OCC

***

The winner here is ii), beating the second structure by 27.5 kcal/mol.

***

i) 2 unconnected molecules or ions with the total composition C3H8NO2, computed with ωB97M-V with the def2-TZVPD basis set.

The geometry in XYZ format:
```
14
C3H8NO2 | OMol25 | ωB97M-V with the def2-TZVPD basis set
C -1.55 0.80 0.48
C 2.91 0.03 0.23
C -0.11 -0.34 -1.00
N -1.02 -0.39 -0.15
O -1.61 -1.54 0.17
O 1.69 -0.19 0.33
H -1.76 0.66 1.56
H -2.47 1.15 -0.21
H -0.85 1.60 0.45
H -2.41 -1.49 0.72
H 3.37 0.44 1.13
H 3.51 -0.13 -0.70
H 0.04 -1.17 -1.57
H 0.26 0.59 -1.45
```

Output
HOMO energy ... -14.56 eV
M ... 90.1 g/mol
Net charge ... +1
Gap between HOMO and LUMO ... 10.67 eV

***

ii) A gas-phase ion, C3H8NO2 (charge +1), computed with ωB97M-V with the def2-TZVPD basis set.

The geometry in XYZ format:
```
14
C3H8NO2 | OMol25 | ωB97M-V with the def2-TZVPD basis set
C -1.19 0.84 0.02
C -0.14 -0.31 -0.30
C 2.07 -0.61 0.04
N -2.45 0.48 0.35
O 1.04 -0.06 0.39
O 3.23 -0.44 0.44
H -0.66 1.55 0.62
H -1.26 1.32 -1.00
H -0.63 -1.25 -0.06
H 0.12 -0.25 -1.34
H 1.92 -1.32 -0.80
H -2.94 0.10 -0.57
H -2.71 -0.25 1.07
H 3.60 0.19 1.15
```

Output
HOMO energy ... -13.17 eV
M ... 90.1 g/mol
Net charge ... +1
Gap between HOMO and LUMO ... 8.48 eV

***

iii) A molecular structure, C3H8NO2, computed with ωB97M-V with the def2-TZVPD basis set.

The geometry in XYZ format:
```
14
C3H8NO2 | OMol25 | ωB97M-V with the def2-TZVPD basis set
O -1.17 -3.25 0.43
C -1.65 -4.40 0.39
C 1.07 2.16 0.92
N 0.23 2.76 -0.22
C 1.08 2.78 -1.37
O -0.96 -5.55 0.73
H -2.63 -4.63 0.04
H 0.55 1.38 1.43
H 1.08 2.90 1.62
H -0.96 -4.89 1.43
H -0.71 2.42 -0.53
H 2.09 3.10 -0.90
H 0.79 3.43 -2.22
H 1.20 1.78 -1.75
```

Output
HOMO energy ... -13.61 eV
M ... 90.1 g/mol
Net charge ... +1
Gap between HOMO and LUMO ... 4.77 eV

***

iv) 2 unconnected molecules or ions with the total composition C3H8NO2, computed with ωB97M-V with the def2-TZVPD basis set.

The geometry in XYZ format:
```
14
C3H8NO2 | OMol25 | ωB97M-V with the def2-TZVPD basis set
O -0.88 -1.55 -0.80
C -0.51 -2.00 0.25
O -0.16 -1.14 1.22
H -0.42 -3.06 0.50
H 0.22 -1.54 2.00
C 1.73 1.65 -0.37
C -0.66 1.74 0.10
N 0.33 1.23 -0.52
H 2.33 0.75 -0.29
H 2.05 2.15 -1.29
H 1.83 2.32 0.47
H -0.51 2.65 0.67
H -1.62 1.25 0.05
H 0.18 0.24 -0.80
```

Output
HOMO energy ... -15.39 eV
M ... 90.1 g/mol
Net charge ... +1
Gap between HOMO and LUMO ... 10.52 eV

***

The winner here is iv), beating the second structure by 49.8 kcal/mol.